Record 1
{"formula": "C3H4ClF3", "method": "the ωB97M-V functional and the def2-TZVPD basis", "relative_energy_kj_mol": 263.8, "total_charge": 0, "energy_ha": -876.36386, "elements": ["Cl", "F", "F", "F", "C", "C", "C", "H", "H", "H", "H"], "coordinates": [[-2.030, -0.038, -1.040], [0.542, 0.400, 1.926], [-0.403, 2.009, 0.721], [1.738, -1.279, -0.758], [-0.119, 0.712, 0.809], [-1.177, -0.403, 0.538], [1.319, -0.074, -1.075], [-0.633, -1.298, 0.371], [2.104, 0.616, -1.167], [0.410, -0.124, -1.736], [-1.751, -0.521, 1.411]], "forces_ev_per_a": [[0.01, -0.24, 1.41], [-0.18, 0.53, 0.29], [-0.31, -0.69, 0.40], [0.42, -1.22, 0.56], [1.56, -2.36, -2.94], [1.14, 2.55, -1.33], [-3.73, 0.86, 0.83], [0.56, -0.73, -0.13], [0.75, 0.97, -0.29], [1.43, 0.38, 0.46], [-1.66, -0.06, 0.73]], "lowdin_charge": [0.563, 0.081, 0.092, -0.025, -0.421, -0.449, -0.054, 0.051, 0.055, 0.041, 0.067]}

Record 2
{"formula": "C15H24N3PdSSi", "method": "the ωB97M-V functional and the def2-TZVPD basis", "total_charge": 3, "energy_ha": -1564.67768, "elements": ["Pd", "S", "Si", "N", "N", "N", "C", "C", "C", "C", "C", "C", "C", "C", "C", "C", "C", "C", "C", "C", "C", "H", "H", "H", "H", "H", "H", "H", "H", "H", "H", "H", "H", "H", "H", "H", "H", "H", "H", "H", "H", "H", "H", "H", "H"], "coordinates": [[0.021, 0.126, 0.013], [-2.250, 0.104, -0.380], [-4.288, 0.026, -3.369], [-0.593, -2.636, -1.048], [-0.325, 0.144, -1.930], [-0.003, -1.968, 0.050], [2.259, 0.420, 0.826], [0.491, 0.161, -3.001], [-2.338, 0.080, -3.254], [0.357, 0.905, 2.267], [0.037, 2.013, 1.461], [-4.686, 0.025, -5.166], [-4.740, -1.525, -2.448], [1.509, 0.121, 2.008], [1.962, 1.531, 0.039], [-0.093, 0.145, -4.249], [-4.829, 1.527, -2.422], [-1.658, 0.105, -2.054], [0.833, 2.339, 0.349], [-1.488, 0.106, -4.365], [1.929, -0.988, 2.910], [-4.321, -2.412, -2.928], [-4.348, 0.921, -5.691], [1.561, 0.190, -2.851], [-5.774, 0.005, -5.278], [-4.314, -0.855, -5.696], [0.548, 0.170, -5.120], [-0.822, 2.626, 1.707], [1.564, -0.829, 3.924], [-4.455, -1.531, -1.392], [-5.920, 1.590, -2.468], [3.016, -1.075, 2.928], [0.969, -2.256, 0.188], [-4.443, 2.448, -2.865], [2.581, 1.762, -0.820], [0.126, -3.073, -1.618], [0.597, 3.208, -0.254], [-0.518, -2.208, 0.900], [-4.567, 1.519, -1.359], [3.123, -0.186, 0.574], [-0.257, 0.691, 3.135], [-1.244, -3.346, -0.721], [-5.827, -1.640, -2.473], [1.539, -1.959, 2.579], [-1.923, 0.096, -5.358]], "forces_ev_per_a": [[1.08, 0.22, 0.59], [-0.19, 0.05, 0.00], [0.34, 0.01, 0.33], [0.17, -0.13, 0.07], [-0.44, 0.02, -0.34], [-0.36, -0.24, -0.04], [0.26, 0.12, 0.07], [-0.01, -0.02, -0.10], [0.07, -0.01, 0.05], [-0.09, -0.10, -0.04], [-0.11, 0.22, 0.15], [-0.23, 0.00, -0.20], [-0.12, -0.18, -0.17], [-0.06, -0.04, -0.19], [0.03, -0.01, 0.07], [0.01, 0.00, 0.07], [-0.14, 0.17, -0.17], [-0.02, -0.01, -0.03], [-0.18, -0.24, -0.24], [0.10, -0.01, 0.01], [-0.05, 0.02, 0.02], [0.01, -0.02, 0.03], [0.05, 0.00, 0.07], [0.00, -0.01, 0.04], [0.00, 0.00, 0.01], [0.05, 0.00, 0.07], [-0.03, -0.01, -0.02], [-0.03, -0.03, -0.03], [-0.02, -0.01, 0.00], [0.02, 0.06, -0.03], [-0.01, 0.01, 0.05], [0.00, 0.00, -0.01], [-0.04, 0.02, -0.01], [0.01, 0.01, 0.04], [-0.02, 0.05, -0.01], [-0.04, 0.07, -0.04], [-0.03, -0.03, -0.05], [0.03, 0.04, -0.05], [0.02, -0.05, -0.02], [0.00, -0.01, 0.06], [0.01, -0.05, 0.00], [-0.07, 0.09, -0.04], [-0.01, -0.01, 0.04], [0.01, 0.00, 0.00], [0.02, 0.00, 0.00]], "lowdin_charge": [0.960, 0.875, 0.531, 0.059, -0.131, -0.063, -0.033, -0.063, -0.168, -0.021, -0.050, -0.156, -0.162, -0.247, -0.036, 0.016, -0.160, -0.645, -0.026, 0.022, 0.022, 0.048, 0.056, 0.130, 0.061, 0.055, 0.141, 0.154, 0.121, 0.012, 0.060, 0.123, 0.136, 0.052, 0.150, 0.131, 0.156, 0.137, 0.013, 0.155, 0.157, 0.136, 0.059, 0.105, 0.128]}

Record 3
{"formula": "C38H29Cl2IrN2O5S", "method": "the ωB97M-V functional and the def2-TZVPD basis", "relative_energy_kj_mol": 79.5, "total_charge": 1, "energy_ha": -3373.97014, "spin_multiplicity": 2, "elements": ["Ir", "Cl", "Cl", "S", "O", "O", "O", "O", "O", "N", "N", "C", "C", "C", "C", "C", "C", "C", "C", "C", "C", "C", "C", "C", "C", "C", "C", "C", "C", "C", "C", "C", "C", "C", "C", "C", "C", "C", "C", "C", "C", "C", "C", "C", "C", "C", "C", "C", "C", "H", "H", "H", "H", "H", "H", "H", "H", "H", "H", "H", "H", "H", "H", "H", "H", "H", "H", "H", "H", "H", "H", "H", "H", "H", "H", "H", "H", "H"], "coordinates": [[-2.477, -0.912, -0.267], [-0.526, 1.559, 2.993], [2.833, 4.617, 0.057], [-3.778, 0.262, 1.025], [-0.743, 0.290, -0.220], [1.635, -0.899, -0.469], [0.175, -2.945, 1.421], [2.033, -4.275, 1.033], [-1.181, -0.560, -2.186], [-4.089, -2.094, -0.564], [0.595, 2.619, 0.459], [2.134, 4.167, 1.577], [-2.666, -3.670, -1.717], [-0.878, 3.503, -2.816], [-0.224, 2.784, -1.822], [4.564, 0.056, 3.412], [3.675, 0.879, 2.728], [-6.384, -3.600, -1.041], [-0.452, 4.689, -0.360], [4.706, -3.440, -3.289], [-5.327, -0.503, 0.705], [1.189, 3.352, 4.047], [0.676, 2.813, 2.881], [-0.017, 3.387, -0.579], [-6.489, -2.396, -0.312], [-7.707, -1.898, 0.207], [2.713, -2.651, -2.215], [-6.520, -0.047, 1.203], [1.094, -3.623, 1.229], [0.266, 1.383, -2.116], [-5.162, -4.017, -1.476], [-0.600, 0.310, -1.507], [-4.013, -3.236, -1.229], [4.903, -1.197, 2.909], [4.899, -2.067, -1.330], [3.461, -0.813, 1.023], [5.494, -2.783, -2.351], [3.317, -3.373, -3.221], [3.111, 0.441, 1.547], [2.642, 4.734, 2.734], [2.166, 4.333, 3.972], [-1.082, 5.397, -1.368], [-7.717, -0.745, 0.941], [1.104, 3.219, 1.609], [2.853, -1.235, -0.217], [3.501, -2.003, -1.250], [4.368, -1.630, 1.712], [-1.304, 4.803, -2.602], [-5.308, -1.673, -0.080], [5.516, -1.532, -0.623], [0.810, 3.007, 4.998], [3.422, 5.478, 2.650], [-6.541, 0.850, 1.808], [-2.061, -4.022, -0.878], [-2.144, -2.843, -2.205], [0.009, 1.815, 0.661], [-1.412, 6.411, -1.183], [6.571, -2.821, -2.424], [-7.274, -4.186, -1.236], [-8.647, -0.364, 1.341], [3.426, 1.859, 3.112], [4.611, -2.616, 1.340], [-8.620, -2.447, 0.019], [5.583, -1.835, 3.456], [5.178, -4.002, -4.084], [2.713, -3.884, -3.958], [4.997, 0.394, 4.344], [-5.048, -4.938, -2.029], [-0.298, 5.146, 0.609], [1.120, -0.466, 0.249], [-2.760, -4.483, -2.435], [1.634, -2.589, -2.159], [-1.041, 3.034, -3.779], [1.273, 1.265, -1.706], [-1.801, 5.348, -3.392], [2.561, 4.777, 4.875], [0.309, 1.221, -3.191], [2.452, 1.108, 0.998]], "forces_ev_per_a": [[0.13, 0.29, -0.51], [0.03, 0.03, 0.00], [0.00, -0.03, 0.01], [0.06, -0.03, 0.28], [-0.14, 0.08, -0.15], [0.01, -0.20, -0.12], [-0.02, -0.03, -0.05], [-0.01, 0.00, -0.06], [-0.20, -0.20, 0.28], [-0.08, -0.06, -0.01], [0.05, 0.05, -0.12], [-0.01, 0.00, -0.03], [-0.03, -0.04, -0.05], [0.04, -0.02, 0.01], [-0.03, -0.03, -0.01], [-0.01, -0.01, -0.03], [0.05, -0.04, 0.05], [0.03, -0.01, 0.00], [0.03, -0.04, 0.01], [0.00, 0.03, 0.04], [-0.02, -0.03, 0.00], [0.01, 0.02, 0.01], [-0.05, -0.05, -0.03], [-0.02, 0.06, 0.05], [-0.02, 0.00, -0.01], [0.00, 0.02, 0.02], [-0.02, -0.03, -0.04], [0.00, 0.00, -0.01], [0.03, 0.03, 0.12], [-0.01, 0.01, -0.02], [-0.03, 0.02, -0.02], [0.19, 0.04, 0.14], [0.01, 0.07, -0.08], [-0.01, 0.06, 0.04], [0.07, 0.00, 0.01], [0.10, 0.08, 0.19], [0.02, -0.02, -0.02], [-0.02, 0.00, 0.01], [-0.04, 0.09, -0.06], [0.04, 0.01, -0.02], [-0.02, -0.02, -0.01], [-0.02, 0.00, -0.03], [0.01, -0.03, -0.02], [-0.04, 0.01, 0.13], [0.03, 0.01, 0.00], [-0.05, 0.04, 0.08], [0.00, -0.09, -0.03], [-0.01, 0.04, 0.02], [0.08, -0.07, 0.08], [-0.04, 0.03, 0.01], [0.01, 0.01, 0.00], [0.00, 0.00, 0.01], [0.00, 0.00, 0.00], [0.02, 0.04, 0.00], [0.00, -0.01, 0.02], [0.03, -0.04, 0.02], [0.00, 0.00, 0.00], [0.00, -0.01, 0.00], [0.00, 0.00, -0.01], [0.00, 0.00, 0.00], [-0.01, 0.01, 0.00], [-0.04, 0.00, -0.05], [0.00, 0.01, 0.00], [0.00, 0.00, 0.00], [0.00, 0.00, 0.00], [0.00, 0.00, 0.00], [0.00, 0.00, 0.00], [-0.01, 0.00, 0.00], [-0.01, 0.00, 0.00], [-0.02, 0.04, -0.05], [-0.01, -0.02, 0.02], [0.00, 0.00, 0.01], [0.00, 0.00, 0.00], [0.00, 0.02, 0.01], [0.00, 0.00, 0.00], [0.00, 0.00, 0.00], [-0.01, -0.03, 0.00], [-0.02, -0.05, -0.03]], "lowdin_charge": [0.915, 0.745, 0.750, 0.632, -0.266, 0.148, 0.201, 0.212, -0.049, -0.082, 0.051, -0.598, -0.034, -0.027, -0.150, -0.020, -0.018, 0.018, -0.032, -0.026, -0.577, -0.112, -0.578, -0.217, -0.149, -0.022, 0.020, -0.081, -0.411, -0.036, -0.002, -0.634, -0.293, -0.038, 0.007, -0.143, -0.038, -0.036, 0.026, -0.106, -0.082, -0.066, -0.058, -0.346, -0.146, -0.137, -0.012, -0.074, -0.232, 0.124, 0.110, 0.109, 0.112, 0.085, 0.057, 0.045, 0.109, 0.118, 0.127, 0.112, 0.102, 0.126, 0.118, 0.119, 0.120, 0.118, 0.120, 0.118, 0.118, 0.134, 0.086, 0.128, 0.118, 0.120, 0.106, 0.112, 0.129, 0.107]}

Record 4
{"formula": "C7H16O", "method": "the ωB97M-V functional and the def2-TZVPD basis", "relative_energy_kj_mol": 121.6, "total_charge": 0, "energy_ha": -351.50765, "smiles": "CC(C)CC(C)(C)O", "elements": ["O", "C", "C", "C", "C", "C", "C", "C", "H", "H", "H", "H", "H", "H", "H", "H", "H", "H", "H", "H", "H", "H", "H", "H"], "coordinates": [[0.026, 1.418, 1.426], [-0.639, -0.906, 1.431], [-2.421, 0.979, 0.829], [-0.734, 0.453, 0.763], [1.085, -1.228, -1.952], [2.207, 0.094, -0.147], [-0.547, 0.486, -0.701], [1.091, 0.085, -1.175], [1.297, 0.893, -1.887], [2.242, 1.023, 0.425], [0.878, -2.078, -1.293], [2.158, -0.767, 0.527], [-1.150, -0.886, 2.400], [-2.867, 0.653, 1.773], [-2.426, 2.072, 0.832], [-3.091, 0.614, 0.047], [-0.108, 1.324, 2.382], [3.186, 0.018, -0.641], [-1.182, -0.238, -1.212], [0.397, -1.175, 1.647], [0.332, -1.222, -2.747], [2.053, -1.415, -2.434], [-0.693, 1.489, -1.110], [-1.094, -1.686, 0.818]], "forces_ev_per_a": [[0.29, 0.27, 0.28], [0.08, -0.05, 0.17], [1.85, -0.61, 0.91], [-4.66, 0.69, 0.43], [-0.05, -0.05, -0.10], [0.24, 0.19, 0.24], [4.44, -0.77, -1.22], [-2.19, 0.66, -0.39], [0.09, -0.14, 0.04], [-0.16, -0.23, 0.09], [-0.02, 0.06, -0.03], [-0.09, 0.19, 0.08], [-0.06, 0.00, -0.11], [0.14, 0.00, 0.11], [0.19, -0.13, -0.17], [0.47, -0.13, -0.20], [-0.01, 0.01, -0.40], [-0.26, -0.07, -0.17], [-0.03, 0.15, 0.18], [-0.01, 0.00, -0.23], [0.04, -0.02, 0.11], [-0.09, 0.05, 0.14], [-0.22, -0.14, 0.19], [0.00, 0.06, 0.06]], "lowdin_charge": [-0.017, -0.032, -0.010, -0.585, -0.111, -0.103, -0.083, -0.344, 0.112, 0.071, 0.075, 0.065, 0.080, 0.048, 0.060, 0.056, 0.112, 0.078, 0.105, 0.072, 0.071, 0.075, 0.112, 0.092]}

Record 5
{"formula": "C2H6N2O", "method": "the ωB97M-V functional and the def2-TZVPD basis", "relative_energy_kj_mol": 119.7, "total_charge": 0, "energy_ha": -264.54172, "smiles": "NCNC=O", "elements": ["O", "N", "N", "C", "C", "H", "H", "H", "H", "H", "H"], "coordinates": [[0.094, -2.328, -0.365], [0.599, 1.683, 0.066], [-0.751, -0.382, 0.309], [-0.787, -1.719, 0.233], [0.246, 0.351, -0.451], [0.646, 2.476, -0.547], [-1.265, 0.252, 0.902], [1.210, -0.178, -0.386], [-0.026, 0.470, -1.491], [1.373, 1.661, 0.708], [-1.337, -2.285, 1.021]], "forces_ev_per_a": [[-0.97, -0.06, -0.67], [-1.24, -0.56, 0.92], [-0.25, 1.90, -0.29], [2.30, -1.07, 1.77], [2.44, 0.88, -0.18], [-0.15, -0.30, -0.28], [-0.53, -0.69, 0.20], [-0.74, -0.60, -0.43], [-0.18, -0.24, -0.28], [0.06, 0.07, -0.08], [-0.72, 0.67, -0.66]], "lowdin_charge": [-0.015, 0.004, 0.024, -0.367, -0.267, 0.059, 0.129, 0.119, 0.119, 0.060, 0.135]}

Record 6
{"formula": "CH6O2", "method": "the ωB97M-V functional and the def2-TZVPD basis", "relative_energy_kj_mol": 276.8, "total_charge": 0, "energy_ha": -192.05275, "smiles": "OO.C", "elements": ["O", "O", "C", "H", "H", "H", "H", "H", "H"], "coordinates": [[-1.873, 0.759, 0.134], [-2.207, -0.606, -0.131], [1.477, -0.022, 0.020], [-1.934, -0.959, 0.780], [1.786, 0.915, -0.356], [-1.398, 0.973, -0.713], [1.576, -0.754, -0.800], [2.201, -0.373, 0.790], [0.371, 0.067, 0.275]], "forces_ev_per_a": [[0.56, 0.83, -1.54], [0.54, -0.93, 2.35], [-0.87, -1.51, 0.04], [-0.64, 0.22, -2.00], [0.48, 1.12, -0.35], [-0.58, -0.09, 1.17], [-0.18, 0.30, 0.19], [-1.03, 0.44, -0.11], [1.74, -0.37, 0.26]], "lowdin_charge": [-0.128, -0.111, -0.047, 0.125, -0.010, 0.105, 0.022, 0.032, 0.012]}